(1)
The following is a quantum chemistry calculation of CH5NO2 in the gas phase in a non-equilibrium geometry, from the Open Molecules 2025 dataset.

Geometry as XYZ:
```
9
CH5NO2, DFT wB97M-V/def2-TZVPD
N -1.0739 -0.2887 0.7117
O 0.3914 -0.4663 0.6883
C 0.8987 0.0481 -0.5177
O 0.4454 1.3176 -0.7783
H -1.4702 -1.2225 0.6114
H -1.2761 0.0198 1.6593
H 1.9890 0.0532 -0.6281
H 0.6491 -0.7689 -1.2392
H -0.5534 1.3078 -0.5073
```

Values from the calculation:
Orbital gap ... 10.8943 eV
Highest occupied orbital energy ... -9.99 eV
E_tot ... -6700.82598 eV
Relative energy (zero: lowest compared OMol25 entry of this formula, charge and spin) ... 66.55 kcal per mole
Charge ... 0
LUMO energy ... 0.0331 Ha
Strongest force on any atom ... 2.57 eV/A
SMILES ... NOCO

---

(2)
The following is a quantum chemistry calculation of 2 unconnected molecules or ions with the total composition C4H6N2O in a non-equilibrium geometry, from the Open Molecules 2025 dataset.

Geometry as XYZ:
```
13
C4H6N2O, DFT wB97M-V/def2-TZVPD
H -0.3832 1.9920 -2.1120
N 0.5126 2.2204 -1.6692
C 1.1219 1.1872 -1.2318
C 0.4904 -0.1103 -1.6057
C 0.0723 -1.1907 -1.9317
H 2.1062 1.1929 -0.7467
H -0.3081 -2.1440 -2.2179
N -0.8432 -1.1833 1.9694
C -0.3701 0.0870 1.8581
O -0.5601 0.9576 2.6892
H -0.7274 -1.8687 1.2376
H -1.4494 -1.3910 2.7524
H 0.3381 0.2510 1.0082
```

Values from the calculation:
Orbital gap ... 10.2773 eV
Highest occupied orbital energy ... -9.99 eV
E_tot ... -9270.29118 eV
Relative energy (zero: lowest compared OMol25 entry of this formula, charge and spin) ... 74.04 kcal per mole
Charge ... 0
LUMO energy ... 0.0104 Ha
Strongest force on any atom ... 2.86 eV/A
SMILES ... [H]/N=C\C#C.NC=O

---

(3)
The following is a quantum chemistry calculation of HNO2S2 in the gas phase in a non-equilibrium geometry, from the Open Molecules 2025 dataset.

Geometry as XYZ:
```
6
HNO2S2, DFT wB97M-V/def2-TZVPD
N 1.0197 0.8995 0.9282
O -0.8825 0.3963 -1.0576
O 0.2829 -1.4461 0.1850
S 1.6460 -0.4062 0.7582
S -1.1366 -0.7481 0.0896
H -0.9295 1.3046 -0.9034
```

Values from the calculation:
Orbital gap (spin up / spin down) ... 7.3568 / 7.3577 eV
Highest occupied orbital energy (spin up / spin down) ... -8.54 / -8.54 eV
E_tot ... -27268.49019 eV
Relative energy (zero: lowest compared OMol25 entry of this formula, charge and spin) ... 19.04 kcal per mole
Charge ... 0
LUMO energy (spin up / spin down) ... -0.0434 / -0.0434 Ha
Strongest force on any atom ... 3.65 eV/A

---

(4)
The following is a quantum chemistry calculation of a molecular structure, C36H41N3O3P2RuS2Te in a non-equilibrium geometry, from the Open Molecules 2025 dataset.

Geometry as XYZ:
```
89
C36H41N3O3P2RuS2Te, DFT wB97M-V/def2-TZVPD
Ru -0.0971 -0.0637 0.0791
O 1.1502 0.6186 2.7260
N 0.2978 -0.3524 2.2223
C -0.4542 -0.7971 3.1477
C -1.3891 -1.9115 3.0115
C -1.7149 -2.5354 4.2195
C -2.4655 -3.6956 4.2469
C -2.8975 -4.2581 3.0552
C -2.5986 -3.6359 1.8549
C -1.8689 -2.4480 1.8120
P -1.6417 -1.7262 0.1550
C -3.3405 -1.4747 -0.4683
C -3.5465 -1.1698 -1.8159
C -4.8262 -0.9336 -2.2943
C -5.9144 -0.9751 -1.4345
C -5.7153 -1.2545 -0.0907
C -4.4389 -1.5082 0.3905
C -0.9430 -3.1560 -0.7170
C -1.5174 -3.7273 -1.8454
C -0.8903 -4.7937 -2.4768
C 0.3067 -5.2915 -1.9868
C 0.8760 -4.7350 -0.8479
C 0.2519 -3.6747 -0.2143
H 1.8348 0.7024 2.0459
H -0.3040 -0.3907 4.1446
H -1.3490 -2.1097 5.1455
H -2.7009 -4.1656 5.1921
H -3.4724 -5.1744 3.0580
H -2.9530 -4.0746 0.9296
H -2.7089 -1.1011 -2.4965
H -4.9676 -0.7062 -3.3433
H -6.9122 -0.7873 -1.8088
H -6.5552 -1.2808 0.5909
H -4.3131 -1.7140 1.4443
H -2.4605 -3.3622 -2.2251
H -1.3456 -5.2380 -3.3525
H 0.7920 -6.1215 -2.4830
H 1.8004 -5.1338 -0.4514
H 0.6864 -3.2573 0.6887
Te -1.9017 1.4256 1.0119
C -2.4592 2.7387 -0.5379
C -1.7311 3.8959 -0.7920
C -2.2106 4.8337 -1.6950
C -3.4155 4.6177 -2.3484
C -4.1394 3.4601 -2.1027
C -3.6698 2.5254 -1.1899
H -0.8103 4.0949 -0.2556
H -1.6484 5.7406 -1.8771
H -3.7934 5.3553 -3.0444
H -5.0840 3.2930 -2.6046
H -4.2539 1.6397 -0.9762
C 0.6205 3.3239 -4.1596
C -0.0766 2.3008 -5.0319
C -1.5813 2.3099 -4.8763
O 0.4085 0.9444 -4.8393
P 1.0649 0.2183 -3.5878
S 2.8354 0.7945 -3.1045
S -0.4932 0.2490 -2.1668
O 1.0904 -1.2746 -4.1062
C 0.3307 -1.9435 -5.1545
C -1.1566 -1.6671 -5.0966
C 0.9363 -1.6305 -6.5094
H 0.2528 4.3150 -4.4319
H 1.6988 3.2939 -4.2968
H 0.3938 3.1539 -3.1044
H 0.1736 2.4937 -6.0764
H -1.8746 2.1219 -3.8435
H -2.0397 1.5599 -5.5224
H -1.9614 3.2889 -5.1700
H 0.5044 -2.9948 -4.9194
H -1.3741 -0.6178 -5.2954
H -1.5623 -1.9346 -4.1267
H -1.6498 -2.2710 -5.8612
H 0.6749 -0.6244 -6.8324
H 0.5642 -2.3427 -7.2479
H 2.0213 -1.7152 -6.4657
N 1.9951 2.4500 0.0281
C 2.7391 1.3147 -0.0114
C 4.1435 1.3691 0.0295
C 4.8588 0.2052 -0.0364
C 4.1860 -1.0188 -0.1305
C 2.8209 -1.0008 -0.1130
N 2.0946 0.1378 -0.0205
H 2.4618 3.3151 -0.1825
H 1.0324 2.3912 -0.2699
H 4.6324 2.3327 0.0719
H 5.9402 0.2355 -0.0297
H 4.7168 -1.9550 -0.2116
H 2.2483 -1.9166 -0.1765
```

Values from the calculation:
Orbital gap (spin up / spin down) ... 6.6547 / 6.1568 eV
Highest occupied orbital energy (spin up / spin down) ... -10.21 / -10.18 eV
2S+1 ... 2
E_tot ... -98731.23380 eV
Relative energy (zero: lowest compared OMol25 entry of this formula, charge and spin) ... 18.86 kcal per mole
<S²> ... 0.769
Charge ... +1
LUMO energy (spin up / spin down) ... -0.1308 / -0.1477 Ha
Strongest force on any atom ... 1.02 eV/A

---

Please write out number 2 again, unchanged.
The following is a quantum chemistry calculation of 2 unconnected molecules or ions with the total composition C4H6N2O in a non-equilibrium geometry, from the Open Molecules 2025 dataset.

Geometry as XYZ:
```
13
C4H6N2O, DFT wB97M-V/def2-TZVPD
H -0.3832 1.9920 -2.1120
N 0.5126 2.2204 -1.6692
C 1.1219 1.1872 -1.2318
C 0.4904 -0.1103 -1.6057
C 0.0723 -1.1907 -1.9317
H 2.1062 1.1929 -0.7467
H -0.3081 -2.1440 -2.2179
N -0.8432 -1.1833 1.9694
C -0.3701 0.0870 1.8581
O -0.5601 0.9576 2.6892
H -0.7274 -1.8687 1.2376
H -1.4494 -1.3910 2.7524
H 0.3381 0.2510 1.0082
```

Values from the calculation:
Orbital gap ... 10.2773 eV
Highest occupied orbital energy ... -9.99 eV
E_tot ... -9270.29118 eV
Relative energy (zero: lowest compared OMol25 entry of this formula, charge and spin) ... 74.04 kcal per mole
Charge ... 0
LUMO energy ... 0.0104 Ha
Strongest force on any atom ... 2.86 eV/A
SMILES ... [H]/N=C\C#C.NC=O